Below is C4H9NO2 in the gas phase, with properties calculated with ωB97M-V/def2-TZVPD.

Output
Orbital gap in eV: 10.773
Highest occupied orbital energy in eV: -10.01
Relative energy (zero: lowest compared OMol25 entry of this formula, charge and spin) in eV: 1.132

Each line ends with the Löwdin charge.
Atoms and positions in Å:
C: -0.84 1.16 -0.70  -0.05
C: -0.27 0.35 0.47  -0.35
C: -0.95 -1.01 0.64  -0.24
O: -0.49 -1.71 1.77  -0.05
N: 1.19 0.21 0.32  0.05
C: 1.68 -0.10 -0.93  -0.36
O: 1.18 -0.89 -1.69  0.03
H: -0.51 2.20 -0.64  0.08
H: -1.93 1.14 -0.68  0.08
H: -0.52 0.76 -1.66  0.07
H: -0.41 0.90 1.41  0.15
H: -2.02 -0.83 0.81  0.13
H: -0.84 -1.59 -0.29  0.12
H: 0.42 -1.98 1.58  0.09
H: 1.74 0.89 0.82  0.13
H: 2.57 0.50 -1.21  0.13

=====

Below is C7H8N2O in the gas phase in a non-equilibrium geometry, with properties calculated with ωB97M-V/def2-TZVPD.

Output
Orbital gap (spin up / spin down) in eV: 6.006 / 6.565
<S²>: 2.013
Highest occupied orbital energy (spin up / spin down) in eV: -5.46 / -9.20
Relative energy (zero: lowest compared OMol25 entry of this formula, charge and spin) in eV: 1.468
Multiplicity: 3

Each line ends with the Löwdin spin population.
Atoms and positions in Å:
C: -1.40 -0.13 1.62  0.07
C: -0.93 -0.17 -1.24  0.32
C: -0.62 -1.51 -1.06  0.43
C: -0.44 0.84 -0.37  0.19
C: -0.39 0.55 0.96  0.33
C: 0.84 -1.40 0.83  0.09
C: 0.23 2.06 -0.84  0.04
N: -2.28 -0.57 2.22  0.15
N: 0.40 -1.88 -0.27  0.26
O: 2.12 -1.29 1.19  0.04
H: -1.26 0.16 -2.20  0.02
H: -0.86 -2.16 -1.84  0.03
H: 0.39 1.20 1.42  0.01
H: 0.37 -1.36 1.78  0.02
H: 0.90 2.22 0.06  0.00
H: -0.49 2.92 -0.95  0.01
H: 0.70 1.77 -1.83  0.00
H: 2.72 -1.24 0.51  0.00

=====

Below is 2 unconnected molecules or ions with the total composition C4H13N4 in a non-equilibrium geometry, with properties calculated with ωB97M-V/def2-TZVPD.

Output
Charge: +1
Orbital gap in eV: 9.552
Highest occupied orbital energy in eV: -12.82
Relative energy (zero: lowest compared OMol25 entry of this formula, charge and spin) in eV: 3.073

Each line ends with the Löwdin charge.
Atoms and positions in Å:
C: 3.33 -0.47 0.13  -0.15
C: -2.45 -1.42 0.27  -0.06
C: -2.90 0.93 -0.63  -0.08
C: -2.17 0.10 0.41  -0.49
N: 4.60 -0.54 -0.30  0.19
N: 2.55 0.57 0.20  0.20
N: -0.74 0.22 0.54  -0.06
N: -0.09 1.07 -0.02  0.04
H: -1.86 -1.84 1.09  0.08
H: -3.48 -1.51 0.43  0.06
H: -2.07 -1.72 -0.75  0.10
H: -2.45 0.44 -1.60  0.12
H: -2.86 2.01 -0.56  0.07
H: -3.90 0.48 -0.57  0.09
H: -2.58 0.37 1.51  0.19
H: 5.05 0.33 -0.39  0.12
H: 3.05 1.39 0.11  0.11
H: 1.56 0.65 0.49  0.06
H: -0.71 1.74 -0.63  0.11
H: 5.21 -1.28 -0.16  0.10
H: 2.91 -1.51 0.43  0.19

=====

Below is a molecular structure, C37H34N6O4PRbS5 in a non-equilibrium geometry, with properties calculated with ωB97M-V/def2-TZVPD.

Output
Charge: -2
Orbital gap in eV: 3.289
Highest occupied orbital energy in eV: 0.00
Relative energy (zero: lowest compared OMol25 entry of this formula, charge and spin) in eV: 0.300

Each line ends with the Löwdin charge.
Atoms and positions in Å:
Rb: -0.21 -1.65 -0.18  0.62
O: -7.18 -3.32 -3.31  -0.16
C: -6.15 -3.30 -2.66  -1.10
S: -4.68 -4.16 -3.08  0.86
C: -3.64 -3.62 -1.76  -1.24
C: -4.23 -2.82 -0.84  -1.24
S: -3.60 -2.14 0.64  0.32
S: -5.92 -2.40 -1.18  0.86
S: -2.01 -4.24 -1.83  0.27
N: 5.09 3.57 -3.62  0.07
C: 4.61 2.58 -2.75  -0.34
C: 3.41 1.93 -3.03  -0.04
C: 2.96 0.90 -2.21  -0.05
C: 3.70 0.53 -1.10  -0.27
C: 4.89 1.17 -0.81  -0.07
C: 5.34 2.19 -1.63  -0.04
S: 3.10 -0.80 -0.08  0.53
O: 2.49 -1.73 -1.01  -0.42
O: 4.23 -1.29 0.69  -0.33
N: 1.91 -0.25 0.81  -0.21
C: 2.08 0.70 1.74  -0.47
N: 1.00 0.90 2.54  0.14
C: 1.12 1.80 3.49  -0.16
C: 2.27 2.55 3.70  -0.09
C: 3.30 2.30 2.82  -0.17
N: 3.24 1.40 1.85  0.13
H: 4.38 4.03 -4.16  0.07
H: 5.70 4.24 -3.17  0.07
H: 2.82 2.22 -3.90  0.11
H: 2.03 0.39 -2.42  0.11
H: 5.44 0.87 0.07  0.11
H: 6.28 2.70 -1.41  0.10
H: 0.24 1.93 4.13  0.10
H: 2.35 3.28 4.50  0.08
H: 4.24 2.85 2.89  0.10
C: -0.09 -4.78 3.76  -0.28
P: -0.30 -3.15 2.92  1.00
C: -1.81 -2.49 3.70  -0.42
C: -2.75 -3.27 4.36  -0.10
C: -3.91 -2.71 4.86  -0.10
C: -4.15 -1.35 4.71  -0.10
C: -3.23 -0.56 4.03  -0.09
C: -2.07 -1.12 3.53  -0.15
C: 1.00 -2.23 3.86  -0.37
C: 2.27 -2.19 3.30  -0.12
C: 3.31 -1.51 3.92  -0.09
C: 3.09 -0.86 5.13  -0.11
C: 1.83 -0.91 5.71  -0.11
C: 0.79 -1.59 5.09  -0.09
H: -0.78 -5.51 3.34  0.04
H: -0.25 -4.70 4.84  0.04
H: 0.93 -5.11 3.57  0.03
H: -2.59 -4.34 4.46  0.09
H: -4.64 -3.34 5.36  0.09
H: -5.07 -0.92 5.08  0.09
H: -3.43 0.49 3.87  0.10
H: -1.36 -0.50 2.99  0.10
H: 2.44 -2.65 2.33  0.09
H: 4.26 -1.45 3.42  0.10
H: 3.89 -0.31 5.60  0.09
H: 1.65 -0.41 6.65  0.09
H: -0.19 -1.60 5.54  0.10
C: -2.00 3.60 -4.80  -0.04
N: -1.00 2.96 -3.97  -0.06
N: -1.35 1.79 -3.28  0.06
C: -0.68 1.74 -2.07  -0.46
O: -0.70 0.77 -1.36  -0.07
C: 0.01 3.00 -1.95  0.07
C: -0.23 3.70 -3.08  -0.28
C: 0.23 5.08 -3.43  -0.03
C: -1.94 0.64 -3.88  -0.18
C: -1.26 -0.57 -3.79  0.00
C: -1.83 -1.73 -4.29  -0.07
C: -3.06 -1.68 -4.92  -0.09
C: -3.74 -0.47 -5.02  -0.08
C: -3.19 0.69 -4.48  -0.04
H: -2.21 2.99 -5.68  0.09
H: -1.60 4.55 -5.13  0.07
H: -2.93 3.78 -4.25  0.10
H: 0.65 3.27 -1.13  0.12
H: 1.04 5.37 -2.77  0.08
H: -0.58 5.81 -3.31  0.08
H: 0.59 5.14 -4.46  0.08
H: -0.30 -0.60 -3.28  0.11
H: -1.32 -2.67 -4.14  0.07
H: -3.51 -2.59 -5.29  0.08
H: -4.72 -0.44 -5.46  0.10
H: -3.77 1.60 -4.48  0.09

=====

Below is a molecular structure, CsIK3, with properties calculated with ωB97M-V/def2-TZVPD.

Output
Charge: +3
Orbital gap in eV: 8.459
Highest occupied orbital energy in eV: -17.22

Each line ends with the Löwdin charge.
Atoms and positions in Å:
Cs: -2.71 2.59 0.87  0.82
K: 2.63 1.46 2.04  0.89
K: -0.48 0.91 -3.35  0.69
K: 1.20 -4.73 0.75  0.96
I: -0.64 -0.23 -0.31  -0.37

=====

Below is a molecular structure, C26H22Br2IN2O11S3V in a non-equilibrium geometry, with properties calculated with ωB97M-V/def2-TZVPD.

Output
Charge: -1
Orbital gap (spin up / spin down) in eV: 7.594 / 7.648
<S²>: 0.774
Highest occupied orbital energy (spin up / spin down) in eV: -6.10 / -6.10
Relative energy (zero: lowest compared OMol25 entry of this formula, charge and spin) in eV: 0.306
Multiplicity: 2

Each line ends with the Löwdin spin population.
Atoms and positions in Å:
V: 1.03 -0.65 -0.35  1.05
C: -2.49 2.29 0.59  0.00
C: -1.46 2.32 1.67  0.00
C: -1.52 3.26 2.73  0.00
C: -0.54 3.28 3.68  0.00
C: 0.53 2.37 3.58  0.00
C: 1.63 2.29 4.48  0.00
Br: 1.70 3.44 5.99  0.00
C: 2.64 1.39 4.30  0.00
C: 2.61 0.52 3.19  -0.01
Br: 4.02 -0.69 2.94  0.00
C: 1.56 0.56 2.30  0.00
O: 1.49 -0.25 1.27  -0.03
C: 0.50 1.48 2.49  0.00
N: -0.48 1.46 1.57  0.00
H: -3.38 2.85 0.88  0.00
H: -2.77 1.27 0.35  0.00
H: -2.07 2.73 -0.32  0.00
H: -2.36 3.95 2.78  0.00
H: -0.57 3.99 4.50  0.00
H: 3.48 1.35 4.98  0.00
O: 0.46 -1.79 -2.42  0.00
C: -0.68 -2.09 -2.76  0.00
C: -1.88 -1.90 -1.99  0.01
C: -3.10 -2.24 -2.57  0.00
C: -4.27 -2.08 -1.84  0.01
C: -4.25 -1.59 -0.53  0.00
C: -3.06 -1.26 0.06  0.01
C: -1.84 -1.42 -0.65  0.00
O: -0.73 -1.15 -0.07  0.00
N: -5.53 -2.43 -2.45  0.00
O: -5.53 -2.79 -3.62  0.00
O: -6.55 -2.17 -1.83  0.00
H: -0.84 -2.54 -3.75  0.00
H: -3.14 -2.62 -3.58  0.00
H: -5.18 -1.47 0.00  0.00
H: -3.01 -0.88 1.07  0.00
O: 4.44 -0.71 -2.91  0.00
S: 3.77 0.27 -2.09  0.00
O: 4.59 1.11 -1.26  0.00
O: 2.70 -0.39 -1.28  0.02
C: 2.93 1.35 -3.26  0.00
C: 3.54 1.41 -4.50  0.00
C: 3.08 2.27 -5.49  0.00
C: 1.98 3.08 -5.24  0.00
C: 1.35 3.01 -4.00  0.00
C: 1.82 2.15 -3.02  0.00
S: 0.83 2.06 -1.53  0.00
O: -0.16 3.10 -1.62  0.00
O: 1.71 2.08 -0.40  0.00
O: 0.22 0.69 -1.67  0.00
H: 4.39 0.77 -4.69  0.00
H: 3.57 2.30 -6.45  0.00
H: 1.61 3.75 -6.00  0.00
H: 0.49 3.61 -3.79  0.00
I: 0.42 -4.24 0.11  0.00
C: 1.77 -2.60 -0.19  -0.07
H: 2.30 -2.84 -1.10  0.00
H: 2.45 -2.62 0.67  0.00
C: -1.77 -3.31 3.24  0.00
S: -0.49 -2.03 3.26  0.00
C: 0.83 -2.94 4.09  0.00
H: -2.31 -3.36 4.19  0.00
H: -1.31 -4.28 3.03  0.00
H: -2.46 -3.08 2.44  0.00
H: 1.15 -3.78 3.47  0.00
H: 0.51 -3.31 5.07  0.00
H: 1.66 -2.26 4.22  0.00

=====

Below is 3 unconnected molecules or ions with the total composition C13H19F3O9S in a non-equilibrium geometry, with properties calculated with ωB97M-V/def2-TZVPD.

Output
Orbital gap in eV: 9.815
Highest occupied orbital energy in eV: -9.44

Each line ends with the Löwdin charge.
Atoms and positions in Å:
C: 2.56 -2.42 -0.24  -0.09
C: 1.69 -3.67 -0.20  -0.23
C: 0.34 -3.33 -0.89  -0.20
C: -0.12 -4.37 -1.88  -0.22
O: -1.03 -3.85 -2.88  -0.41
S: -2.47 -3.24 -2.51  1.19
C: -3.05 -4.02 -1.01  -0.33
C: -4.15 -3.19 -0.37  -0.23
F: -5.37 -3.51 -0.95  -0.05
C: -2.06 -1.31 -2.04  -0.79
O: -2.03 -0.74 -3.09  0.04
O: -1.91 -1.14 -0.87  0.03
H: 2.74 -2.17 -1.29  0.08
H: 1.98 -1.65 0.26  0.05
H: 3.50 -2.60 0.27  0.08
H: 1.50 -3.96 0.83  0.11
H: 2.16 -4.51 -0.72  0.10
H: -0.40 -3.15 -0.12  0.10
H: 0.47 -2.39 -1.42  0.11
H: 0.72 -4.73 -2.46  0.13
H: -0.55 -5.25 -1.40  0.12
H: -2.26 -4.20 -0.29  0.09
H: -3.49 -4.98 -1.28  0.10
H: -3.99 -2.12 -0.45  0.10
H: -4.21 -3.44 0.69  0.13
C: -0.33 2.32 0.37  -0.03
C: 0.78 1.81 -0.52  -0.29
O: 1.59 1.08 0.39  0.12
C: 0.78 0.63 1.39  -0.57
O: 1.07 -0.22 2.16  0.16
O: -0.40 1.28 1.36  0.08
F: 1.52 2.80 -1.07  0.08
H: -0.06 3.26 0.85  0.11
H: -1.28 2.43 -0.13  0.15
H: 0.45 1.14 -1.32  0.17
C: 1.31 7.09 2.70  -0.05
C: 2.41 6.09 2.38  -0.31
O: 1.73 5.17 1.54  0.13
C: 0.72 5.83 0.92  -0.55
O: 0.12 5.42 -0.01  0.18
O: 0.50 7.02 1.53  0.08
F: 2.86 5.45 3.48  0.08
H: 0.73 6.76 3.57  0.15
H: 1.67 8.10 2.86  0.14
H: 3.26 6.50 1.84  0.17

=====

Below is 2 unconnected molecules or ions with the total composition C8H15NO in a non-equilibrium geometry, with properties calculated with ωB97M-V/def2-TZVPD.

Output
Orbital gap in eV: 10.493
Highest occupied orbital energy in eV: -9.66
Relative energy (zero: lowest compared OMol25 entry of this formula, charge and spin) in eV: 3.756

Each line ends with the Löwdin charge.
Atoms and positions in Å:
H: -2.62 0.74 -0.64  0.05
N: -1.95 0.35 -1.30  0.12
C: -0.93 -0.15 -0.77  -0.22
C: -0.74 -0.72 0.78  -0.56
C: -0.78 -2.24 0.64  -0.06
C: -1.87 -0.20 1.65  -0.07
C: 0.61 -0.25 1.29  -0.07
H: -0.18 -0.56 -1.44  0.11
H: 0.03 -2.59 -0.01  0.08
H: -1.72 -2.57 0.22  0.09
H: -0.65 -2.70 1.62  0.09
H: -2.83 -0.54 1.28  0.08
H: -1.85 0.89 1.68  0.09
H: -1.75 -0.58 2.66  0.09
H: 1.43 -0.66 0.70  0.07
H: 0.74 -0.52 2.34  0.09
H: 0.67 0.84 1.22  0.08
C: 2.88 -0.09 -1.73  0.11
C: 2.36 0.99 -1.65  -0.12
C: 1.64 2.25 -1.55  -0.29
O: 0.64 2.26 -0.55  -0.12
H: 3.38 -1.01 -1.84  0.02
H: 2.35 3.04 -1.29  0.13
H: 1.21 2.48 -2.54  0.13
H: -0.09 1.54 -0.78  0.09